Density functional theory data (ωB97M-V/def2-TZVPD) for a molecular structure, C4H8N2O.

The geometry in XYZ format:
```
15
Properties=species:S:1:pos:R:3:forces:R:3:lowdin_charge:R:1
H -0.20879 -0.27609 -1.70425 -0.10 0.14 -0.02 0.060
N -0.43215 0.65866 0.57496 -0.16 0.15 -0.31 -0.035
H -0.73323 0.24962 -2.04867 0.00 -0.05 -0.05 0.065
H -1.67124 -0.95876 -0.14039 -0.07 0.22 0.00 0.097
C 0.90984 0.40331 1.06544 0.14 0.06 0.11 -0.036
H -2.46626 0.15031 1.14608 0.12 -0.05 -0.08 0.107
C -1.15141 1.17740 -0.32515 0.33 -0.11 0.21 -0.031
H -1.20943 2.06610 -0.93304 0.04 -0.13 0.02 0.129
H 1.27667 -1.92807 -1.22944 -0.05 0.04 0.07 0.058
O 2.71522 -1.05923 0.60721 -0.22 0.07 -0.08 -0.013
N 0.78358 -1.20334 -0.70764 0.24 0.01 0.13 0.021
C -1.72350 0.00510 0.36518 -0.23 -0.26 0.11 -0.033
H 1.48370 1.32583 0.95380 -0.02 -0.13 0.00 0.130
C 1.58012 -0.75194 0.25269 -0.04 0.04 0.04 -0.646
H 0.84689 0.14111 2.12321 0.02 0.00 -0.16 0.128
```
Forces are in eV/Å.

Values from the calculation:
Charge: 0
LUMO energy, eV: -0.19
Frontier orbital gap, eV: 8.153
Spin multiplicity: 1
E_tot, eV: -9300.393
Energy relative to the best compared isomer or geometry (same formula, charge and spin), kcal per mole: 138.4

---

Density functional theory data (ωB97M-V/def2-TZVPD) for a single C4H8N2O molecule.

The geometry in XYZ format:
```
15
Properties=species:S:1:pos:R:3:forces:R:3:lowdin_charge:R:1
H 0.92893 -2.41828 -0.09746 -0.12 -0.13 0.21 0.086
H -0.72079 -2.61360 0.35384 0.19 0.17 0.06 0.094
H -0.43552 0.07759 2.31055 -0.06 0.08 -0.07 0.083
N 0.29727 -0.20277 -1.74002 0.12 -0.12 -0.13 0.068
C -0.17819 0.89098 1.62767 -0.14 -0.05 -0.03 -0.004
H 0.85872 1.19501 1.84511 -0.30 -0.16 -0.27 0.087
H -0.48050 1.81097 -1.54615 0.05 -0.05 0.00 0.111
H -0.81616 1.75242 1.84077 -0.03 -0.08 0.06 0.082
C -0.33042 0.45627 0.20486 0.14 0.24 0.20 -0.350
H 1.28035 -0.46132 -1.81833 -0.18 -0.03 -0.11 0.100
N -0.03268 -2.14958 -0.21654 0.06 -0.26 -0.42 0.154
O -1.51754 -0.29370 -0.27777 0.22 0.51 0.31 0.068
C -0.25000 -0.81321 -0.51813 0.33 -0.21 0.14 -0.599
H 1.18107 1.63796 -0.91674 -0.19 -0.26 0.04 0.118
C 0.21547 1.13127 -1.05165 -0.09 0.34 0.00 -0.097
```
Forces are in eV/Å.

Values from the calculation:
SMILES string: C[C@@]12CN[C@]1(N)O2
Charge: 0
LUMO energy, eV: 0.81
Frontier orbital gap, eV: 9.344
Spin multiplicity: 1
E_tot, eV: -9303.333
Energy relative to the best compared isomer or geometry (same formula, charge and spin), kcal per mole: 70.6